Record 1
C24H17ClF5N3O3 | ωB97M-V/def2-TZVPD

For the largest force on an atom, the calculation gives 1.27 eV/Å. Its total energy is -2274.24898 a.u. The LUMO energy comes out at 0.299 eV. The value obtained for the HOMO-LUMO gap is 0.32657 Ha. Its highest occupied orbital energy is -8.587 eV. As for the structure (SMILES): Cc1nn(Cc2c(F)c(F)c(F)c(F)c2F)c(C)c1NC(=O)c1ccc(COc2ccccc2Cl)o1.

```
! RIJCOSX wB97M-V def2-TZVPD def2/J DEFGRID3
* xyz 0 1
Cl -3.130 -1.866 -0.044
F -3.848 3.372 -4.673
F 0.860 3.577 -4.921
F 1.041 1.498 -3.215
F -1.584 4.530 -5.670
F -3.659 1.304 -2.942
O -1.519 -1.985 2.275
O 2.730 2.565 3.374
O 0.435 -0.079 2.969
N 1.464 2.140 1.562
N 0.785 -0.398 -0.886
N -0.259 0.420 -1.015
C 0.937 -3.730 0.150
C -1.306 1.342 -3.027
C -0.216 1.448 -0.135
C 2.004 1.804 2.762
C 2.806 -0.558 0.504
C 2.246 -0.268 4.256
C 0.246 -3.734 -1.046
C 1.415 -1.384 4.484
C -1.496 3.506 -4.823
C 0.945 1.267 0.597
C -0.934 -2.021 3.555
C 0.384 -3.161 1.285
C 1.535 0.086 0.085
C -0.872 -2.572 1.233
C 1.609 0.496 3.313
C -1.013 -3.162 -1.113
C -1.559 -2.584 0.015
C -1.254 2.505 -0.044
C -0.167 1.946 -3.555
C -0.250 3.019 -4.439
C -2.539 1.850 -3.426
C 0.320 -1.211 3.680
C -2.648 2.915 -4.314
C -1.220 0.191 -2.056
H -0.879 -0.711 -2.574
H 1.919 -4.174 0.210
H 1.676 3.083 1.257
H 0.940 -3.172 2.209
H 1.594 -2.198 5.156
H -1.708 -1.603 4.210
H -2.250 2.072 -0.123
H -0.731 -3.054 3.872
H 2.638 -1.246 1.332
H -1.578 -3.169 -2.032
H 3.522 0.196 0.827
H -2.210 -0.002 -1.631
H 3.190 -0.050 4.711
H -1.168 3.010 0.915
H -1.139 3.248 -0.836
H 3.214 -1.121 -0.330
H 0.680 -4.180 -1.926
*
```

And the natural (NBO) charges, in e, turn out to be: 0.01 -0.28 -0.28 -0.30 -0.28 -0.30 -0.49 -0.59 -0.39 -0.62 -0.27 -0.16 -0.18 -0.17 0.14 0.63 -0.65 -0.23 -0.22 -0.32 0.29 0.06 -0.11 -0.32 0.13 0.35 0.15 -0.21 -0.10 -0.65 0.40 0.25 0.35 0.27 0.26 -0.25 0.26 0.22 0.41 0.23 0.23 0.22 0.23 0.20 0.22 0.23 0.22 0.24 0.24 0.24 0.22 0.24 0.22


Record 2
C42H50MoN2O4Se | ωB97M-V/def2-TZVPD

For the largest force on an atom, the calculation gives 0.94 eV/Å. Its total energy is -4510.02138 a.u. The LUMO energy (spin up / spin down) comes out at -8.258 / -8.261 eV. The value obtained for the HOMO-LUMO gap (spin up / spin down) is 0.20530 / 0.20515 Ha. Its highest occupied orbital energy (spin up / spin down) is -13.844 / -13.843 eV. For the energy relative to the best compared isomer or geometry (same formula, charge and spin), the calculation gives 0.2172 eV.

```
! RIJCOSX wB97M-V def2-TZVPD def2/J DEFGRID3
* xyz 2 1
Mo 0.236 -0.659 -0.038
Se 2.229 1.453 -1.873
O -0.931 -2.077 0.064
O 1.960 -1.072 -0.018
O 0.452 1.093 0.716
O -0.108 -0.406 -1.798
N -0.175 -0.765 2.076
N 0.501 0.203 2.804
C 1.491 1.193 -4.616
C 2.500 2.942 1.577
C 4.583 -0.093 -2.330
C 3.410 -0.051 -1.616
C 3.161 -1.096 -0.703
C 0.683 0.791 -5.685
C 1.194 -0.142 -7.929
C -1.038 -1.452 2.760
C 1.689 2.255 2.477
C 7.575 0.156 -2.677
C -1.739 -2.828 0.861
C 5.218 -2.114 -1.228
C 1.718 2.570 3.837
C 2.575 -3.310 1.343
C -0.827 -0.372 -4.114
C 3.359 3.925 2.038
C -1.962 -2.483 -4.784
C 0.052 0.010 -3.089
C 5.038 -3.210 1.548
C -2.548 -1.515 -2.582
C -2.687 -3.257 3.036
C 3.392 4.234 3.391
C -3.264 -0.334 -4.629
C -3.265 -4.620 1.143
C 6.414 -1.161 -4.474
C 6.791 -1.129 -2.984
C -2.131 -1.168 -4.008
C 0.835 1.163 2.020
C -0.188 1.945 -7.714
C 7.681 -2.332 -2.678
C 0.995 1.155 -7.131
C 2.568 3.563 4.287
C 4.044 -2.145 -0.460
C -0.444 0.035 -5.393
C -1.832 -2.502 2.218
C -2.430 -3.891 0.308
C 1.191 0.801 -3.332
C 3.957 -4.625 -0.233
C -3.400 -4.304 2.495
C 5.510 -1.133 -2.158
C 3.880 -3.297 0.538
C 2.259 2.005 -7.250
H -1.101 1.351 -7.744
H -2.881 -3.067 -4.715
H -1.852 -2.218 -2.126
H 7.009 1.053 -2.932
H 2.608 -4.169 2.013
H 8.495 0.171 -3.261
H 0.043 2.244 -8.736
H 2.455 -2.420 1.964
H 2.009 -0.739 -7.517
H 2.168 2.952 -6.714
H -3.824 -5.450 0.732
H 1.441 0.100 -8.963
H -2.324 -4.131 -0.739
H 5.841 -2.058 -4.715
H -0.386 2.848 -7.134
H -1.122 -1.208 3.815
H -3.528 -1.993 -2.614
H 1.074 2.043 4.527
H 5.827 -0.289 -4.766
H -3.097 -0.122 -5.683
H 4.910 -4.755 -0.743
H 8.002 -2.349 -1.635
H 2.352 1.822 -4.783
H -4.200 -0.886 -4.550
H 3.844 -5.455 0.465
H 8.580 -2.275 -3.292
H 4.949 -4.019 2.273
H 1.695 -3.440 0.706
H 2.587 3.819 5.337
H -1.145 -3.080 -4.375
H 7.843 0.210 -1.621
H -1.759 -2.313 -5.840
H 3.996 4.455 1.344
H 4.058 5.007 3.750
H 7.186 -3.277 -2.910
H 4.795 0.704 -3.030
H 5.932 -2.908 -1.076
H 3.163 -4.695 -0.978
H -1.079 -0.258 -6.216
H -3.384 0.617 -4.108
H 2.456 2.708 0.524
H -4.059 -4.889 3.120
H 3.142 1.477 -6.883
H -2.642 -0.631 -1.948
H 0.292 -0.755 -7.941
H 6.011 -3.305 1.068
H 2.434 2.243 -8.298
H 5.017 -2.264 2.089
H 7.320 -1.165 -5.080
H -2.770 -3.014 4.087
*
```

Atom charges from the natural (NBO) analysis, given in e for atoms 1 to 99: 2.07 0.44 -0.59 -0.50 -0.61 -0.52 -0.38 -0.32 -0.22 -0.19 -0.20 -0.24 0.26 0.08 -0.59 0.24 -0.10 -0.60 0.40 -0.20 -0.16 -0.60 -0.01 -0.19 -0.60 0.27 -0.60 -0.60 -0.10 -0.15 -0.60 -0.11 -0.60 -0.07 -0.07 0.55 -0.60 -0.61 -0.09 -0.20 0.02 -0.13 -0.22 -0.26 -0.23 -0.60 -0.20 0.08 -0.06 -0.61 0.21 0.23 0.19 0.21 0.23 0.23 0.23 0.21 0.21 0.21 0.25 0.23 0.25 0.22 0.22 0.24 0.23 0.23 0.20 0.22 0.22 0.21 0.25 0.23 0.23 0.24 0.23 0.19 0.24 0.21 0.22 0.22 0.23 0.24 0.21 0.24 0.24 0.21 0.22 0.22 0.22 0.25 0.21 0.20 0.21 0.22 0.24 0.22 0.23


Record 3
C20H28BBrN4OV | ωB97M-V/def2-TZVPD

For the largest force on an atom, the calculation gives 0.59 eV/Å. Its total energy is -4615.53610 a.u. The LUMO energy (spin up / spin down) comes out at -9.763 / -9.658 eV. The value obtained for the HOMO-LUMO gap (spin up / spin down) is 0.20826 / 0.21216 Ha. Its highest occupied orbital energy (spin up / spin down) is -15.430 / -15.431 eV. For the energy relative to the best compared isomer or geometry (same formula, charge and spin), the calculation gives 0.1408 eV.

```
! RIJCOSX wB97M-V def2-TZVPD def2/J DEFGRID3
* xyz 2 2
Br 0.050 -2.965 -2.877
V 0.651 -0.866 -2.562
O -0.589 0.033 -1.272
N -0.087 0.064 -4.034
N 1.689 -0.891 -0.754
N 2.336 -0.609 -3.469
N 0.730 0.105 -5.139
C -0.353 -1.223 4.777
C -0.009 0.287 -6.206
C 0.478 -0.323 2.620
C -0.814 0.281 2.221
C -3.346 1.524 1.863
C -3.465 0.064 -0.149
C 0.736 1.052 4.645
C 3.473 -1.030 -3.045
C -1.264 0.463 0.960
C 1.357 -0.747 1.676
C 2.954 -1.475 -0.669
C 3.756 -1.587 -1.735
C 0.755 -0.395 4.097
C 0.999 -0.603 0.317
C -1.370 0.258 -4.472
C -1.368 0.391 -5.828
C -2.363 2.337 -0.274
C 2.110 -1.028 4.405
C -0.353 -0.017 -0.046
C -2.603 1.094 0.599
B 2.248 0.204 -4.822
H -3.576 0.678 2.515
H -4.433 0.509 -0.381
H 1.489 1.671 4.156
H -4.295 1.975 1.576
H -3.646 -0.821 0.463
H 0.969 1.013 5.709
H -2.190 0.258 -3.771
H -1.744 3.071 0.244
H -1.439 0.610 3.038
H -0.356 -2.253 4.417
H -2.792 2.274 2.431
H 2.309 -1.159 1.968
H -2.212 0.542 -6.477
H -3.014 -0.249 -1.090
H 2.486 1.352 -4.557
H 2.932 -0.247 -5.691
H 2.248 -1.059 5.485
H 0.446 0.356 -7.182
H 2.171 -2.054 4.039
H -0.154 -1.243 5.848
H 2.939 -0.448 3.995
H -1.895 2.094 -1.227
H -1.351 -0.806 4.645
H 3.284 -1.839 0.294
H -0.236 1.534 4.543
H -3.322 2.809 -0.489
H 4.317 -0.930 -3.728
H 4.730 -2.036 -1.597
*
```

And the natural (NBO) charges, in e, turn out to be: 0.09 1.22 -0.58 -0.37 -0.50 -0.59 -0.25 -0.60 0.11 0.22 0.00 -0.61 -0.60 -0.60 0.23 -0.12 -0.35 0.05 -0.24 -0.12 0.28 0.01 -0.28 -0.61 -0.62 0.66 -0.08 0.14 0.22 0.24 0.22 0.25 0.22 0.25 0.24 0.22 0.24 0.23 0.22 0.26 0.27 0.20 0.00 0.01 0.25 0.26 0.22 0.25 0.22 0.21 0.21 0.23 0.21 0.24 0.24 0.27